(1)
Entry from the Open Molecules 2025 dataset: 2 unconnected molecules or ions with the total composition C22H47BBrN5O6P2S (ωB97M-V with the def2-TZVPD basis set).

Calculated values
- largest force on an atom (eV/Å) = 9.20
- E (eV) = -143426.75101
- gap between HOMO and LUMO (spin up / spin down) (eV) = 5.40 / 6.02
- LUMO level (spin up / spin down) (eV) = -5.195 / -5.195

```
! wB97M-V def2-TZVPD RIJCOSX def2/J DEFGRID3
* xyz 1 2
C -4.410 1.502 -1.642
C -5.002 0.230 -2.499
C -4.092 -0.194 -3.804
C -3.404 -1.680 -3.705
C -4.482 -2.884 -3.304
C -3.844 -4.405 -3.583
C -2.892 -4.749 -2.294
C -2.777 -6.346 -1.923
C -1.596 -6.657 -0.781
N -2.138 -6.340 0.632
C -1.923 -5.062 1.042
N -1.268 -3.856 0.377
C -1.286 -2.610 1.235
B -0.704 -1.123 0.844
O -1.180 0.134 1.521
O 0.307 -0.891 -0.248
C 1.673 -0.887 0.299
C 2.014 0.444 1.234
N -1.958 -3.157 2.476
P -2.274 -2.108 3.926
S -4.201 -1.633 3.895
N -2.325 -4.518 2.371
Br -3.125 -5.151 3.910
P -2.950 -7.680 1.443
O -3.033 -9.016 0.543
O -4.647 -7.281 1.788
O -2.087 -8.195 2.908
H -3.248 1.490 -1.504
H -4.728 2.532 -2.147
H -4.910 1.519 -0.559
H -5.160 -0.650 -1.728
H -6.083 0.523 -2.890
H -3.294 0.657 -3.966
H -4.832 -0.161 -4.740
H -2.874 -1.874 -4.749
H -2.531 -1.593 -2.905
H -4.812 -2.802 -2.162
H -5.433 -2.710 -3.974
H -4.697 -5.179 -3.792
H -3.171 -4.287 -4.557
H -3.290 -4.171 -1.350
H -1.773 -4.374 -2.480
H -2.489 -6.898 -2.942
H -3.824 -6.827 -1.612
H -0.641 -5.992 -1.043
H -1.236 -7.773 -0.885
H -2.171 0.154 1.371
H 2.406 -0.811 -0.635
H 1.975 -1.909 0.834
H 1.787 0.103 2.353
H 3.122 0.822 1.118
H 1.248 1.306 0.979
H -1.466 -0.886 3.906
H -1.970 -2.762 5.175
H -4.990 -6.632 1.092
H -1.146 -8.404 2.622
C 4.723 6.471 2.859
C 5.076 5.209 2.023
C 6.362 5.423 1.169
C 6.154 6.220 -0.109
C 5.012 5.633 -0.928
C 3.699 5.527 -0.110
N 3.884 4.810 1.204
O 4.009 3.439 0.918
C 3.150 6.965 0.105
C 2.603 4.859 -1.000
C 5.472 4.166 3.132
H 3.967 7.114 2.416
H 4.305 6.200 3.838
H 5.607 7.095 3.041
H 6.775 4.447 0.883
H 7.141 5.910 1.771
H 5.975 7.275 0.129
H 7.077 6.197 -0.704
H 4.858 6.256 -1.814
H 5.310 4.643 -1.298
H 2.272 6.955 0.764
H 2.831 7.412 -0.846
H 3.885 7.660 0.509
H 2.890 3.866 -1.360
H 2.401 5.461 -1.897
H 1.656 4.767 -0.453
H 4.610 3.898 3.754
H 6.239 4.585 3.797
H 5.892 3.243 2.716
*
```

Results of the Mulliken charge analysis, in e, for atoms 1 through 2: -0.9515 -0.1696



(2)
Entry from the Open Molecules 2025 dataset: a molecular structure, C22H47Br9O29S8 (ωB97M-V with the def2-TZVPD basis set).

Calculated values
- largest force on an atom (eV/Å) = 5.68
- E (eV) = -800003.29906
- gap between HOMO and LUMO (eV) = 9.46
- ΔE to the lowest compared entry with this formula, charge and spin (kcal per mole) = 35.6
- LUMO level (eV) = -0.838

```
! wB97M-V def2-TZVPD RIJCOSX def2/J DEFGRID3
* xyz 0 1
O -3.785 2.439 5.346
S -4.915 2.507 4.426
O -4.726 2.859 3.008
O -5.682 1.049 4.466
C -5.212 -0.090 3.793
C -6.148 -1.224 4.101
C -6.283 3.355 5.276
H -4.288 -0.368 4.299
H -4.932 0.067 2.751
H -5.957 -2.247 3.778
H -7.129 -1.111 3.640
H -6.342 -1.408 5.158
H -7.017 3.513 4.486
H -6.179 4.391 5.597
H -6.745 2.779 6.078
O -3.008 -5.915 -4.989
S -1.791 -5.967 -5.807
O -0.671 -6.902 -5.565
O -2.271 -6.120 -7.412
C -3.355 -5.217 -7.780
C -4.165 -5.894 -8.963
C -1.162 -4.190 -5.929
H -2.939 -4.236 -8.009
H -3.989 -5.030 -6.913
H -5.149 -5.507 -9.228
H -4.419 -6.893 -8.609
H -3.638 -6.074 -9.900
H -0.263 -4.041 -5.330
H -1.894 -3.451 -5.603
H -0.764 -3.906 -6.903
O 2.500 -0.375 -7.626
S 3.891 -0.274 -7.985
O 4.193 0.267 -9.294
O 4.732 0.390 -6.750
C 4.455 -0.068 -5.491
C 3.546 0.914 -4.847
C 4.615 -1.888 -7.890
H 5.356 -0.216 -4.896
H 3.917 -1.015 -5.471
H 2.730 1.410 -5.372
H 4.259 1.733 -4.748
H 3.206 0.754 -3.824
H 4.288 -2.531 -8.707
H 4.264 -2.203 -6.907
H 5.653 -1.580 -8.014
C 5.979 0.766 0.533
Br 6.270 2.484 -0.522
Br 7.625 0.534 1.611
Br 5.598 -0.708 -0.739
H 5.151 0.977 1.210
C -0.114 6.350 4.523
Br -1.184 7.677 5.582
Br 1.161 5.302 5.666
Br 0.863 7.236 3.085
H -0.821 5.661 4.062
C 5.068 -3.902 3.643
Br 4.911 -1.916 4.098
Br 4.371 -5.086 5.127
Br 7.001 -4.184 3.124
H 4.463 -4.179 2.780
C 5.883 8.483 2.762
C 7.100 7.747 2.151
O 7.063 6.446 2.500
S 6.197 6.109 3.868
O 7.144 6.139 5.007
O 5.302 4.936 3.713
O 5.373 7.628 3.833
H 5.015 8.653 2.125
H 6.127 9.483 3.120
H 7.997 8.176 2.599
H 7.202 7.810 1.068
C -3.506 2.664 -5.361
C -2.223 2.434 -4.405
O -2.702 2.107 -3.067
S -4.379 2.348 -3.004
O -4.634 3.742 -2.740
O -5.112 1.308 -2.172
O -4.542 2.046 -4.631
H -3.279 2.161 -6.301
H -3.753 3.724 -5.423
H -1.608 3.333 -4.418
H -1.483 1.696 -4.713
C 0.604 1.840 1.334
C -0.182 0.923 2.170
O -0.582 -0.058 1.201
S 0.582 -0.403 0.158
O 0.099 -0.530 -1.245
O 1.485 -1.422 0.665
O 1.303 1.135 0.338
H 1.422 2.324 1.866
H 0.075 2.724 0.979
H -1.002 1.513 2.579
H 0.378 0.385 2.935
C -4.593 -4.670 0.340
C -3.671 -3.627 -0.352
O -2.383 -4.034 -0.053
S -2.240 -4.955 1.276
O -1.665 -4.213 2.418
O -1.758 -6.260 0.944
O -3.885 -5.053 1.464
H -4.720 -5.632 -0.157
H -5.583 -4.226 0.450
H -3.685 -2.697 0.215
H -3.822 -3.570 -1.430
C 0.658 -2.531 7.361
C 1.764 -1.943 8.311
O 1.062 -1.355 9.384
S -0.304 -0.631 8.833
O 0.030 0.694 8.252
O -1.399 -0.836 9.724
O -0.487 -1.727 7.661
H 0.363 -3.505 7.752
H 0.953 -2.630 6.316
H 2.322 -1.079 7.952
H 2.553 -2.627 8.623
*
```

Results of the Mulliken charge analysis, in e, for atoms 1 through 2: -0.5758 1.0977



(3)
Entry from the Open Molecules 2025 dataset: a molecular structure, C22H47KN8O5P3S3 (ωB97M-V with the def2-TZVPD basis set).

Calculated values
- largest force on an atom (eV/Å) = 2.50
- E (eV) = -122440.18902
- gap between HOMO and LUMO (spin up / spin down) (eV) = 2.74 / 4.98
- ΔE to the lowest compared entry with this formula, charge and spin (kcal per mole) = 20.4
- LUMO level (spin up / spin down) (eV) = 3.811 / 3.801

```
! wB97M-V def2-TZVPD RIJCOSX def2/J DEFGRID3
* xyz -2 2
K -0.639 0.043 0.830
C -4.093 1.729 6.318
C -2.574 1.541 6.327
N -1.970 2.269 5.237
C -1.767 1.618 4.004
S -0.675 2.506 3.014
N -2.441 0.540 3.821
N -2.372 -0.187 2.675
C -3.255 -1.179 2.592
C -4.239 -1.429 3.725
C -3.298 -2.023 1.465
C -4.244 -3.094 1.362
C -4.297 -3.875 0.247
C -3.408 -3.624 -0.818
C -2.502 -2.585 -0.634
N -2.418 -1.819 0.423
H -4.569 1.030 7.004
H -4.361 2.747 6.595
H -4.446 1.533 5.311
H -2.160 1.903 7.277
H -2.360 0.467 6.230
H -1.167 2.843 5.466
H -4.088 -0.664 4.482
H -5.275 -1.381 3.386
H -4.064 -2.407 4.175
H -4.917 -3.298 2.183
H -5.013 -4.692 0.173
H -3.418 -4.244 -1.708
H -1.783 -2.369 -1.420
C 2.424 1.887 -3.980
N 2.412 1.081 -2.784
C 3.538 1.323 -1.908
P 0.938 0.626 -2.121
O 1.033 0.143 -0.760
O 0.072 1.995 -2.321
P -1.170 2.424 -1.358
O -1.794 1.302 -0.679
N -2.215 3.130 -2.456
C -3.400 2.412 -2.844
C -1.845 4.257 -3.266
N -0.510 3.750 -0.581
C -1.488 4.415 0.270
C 0.774 3.594 0.089
N 0.180 -0.394 -3.195
C -0.545 -0.008 -4.374
C 0.722 -1.731 -3.262
H 3.289 1.614 -4.594
H 2.490 2.958 -3.746
H 1.513 1.723 -4.549
H 4.451 0.935 -2.369
H 3.383 0.801 -0.965
H 3.673 2.394 -1.711
H -3.505 1.570 -2.164
H -3.343 2.037 -3.875
H -4.282 3.057 -2.762
H -0.928 4.681 -2.863
H -2.638 5.014 -3.234
H -1.681 3.974 -4.317
H -2.481 4.301 -0.168
H -1.230 5.476 0.324
H -1.493 3.990 1.282
H 1.387 2.849 -0.415
H 0.647 3.284 1.128
H 1.299 4.555 0.071
H -0.898 1.014 -4.275
H -1.412 -0.665 -4.489
H 0.071 -0.093 -5.284
H 1.234 -1.958 -2.328
H 1.427 -1.843 -4.097
H -0.085 -2.457 -3.386
C 5.802 -4.508 2.688
C 4.913 -3.273 2.704
O 3.859 -3.406 1.785
P 3.804 -2.555 0.399
S 2.071 -3.042 -0.394
S 4.553 -0.750 0.739
O 4.998 -3.378 -0.446
C 4.795 -3.611 -1.810
C 4.899 -2.345 -2.655
H 6.606 -4.393 3.414
H 6.231 -4.645 1.698
H 5.214 -5.390 2.937
H 5.507 -2.381 2.461
H 4.456 -3.141 3.693
H 3.795 -4.045 -1.957
H 5.560 -4.341 -2.109
H 4.103 -1.658 -2.367
H 4.780 -2.602 -3.707
H 5.857 -1.850 -2.498
*
```

Results of the Mulliken charge analysis, in e, for atoms 1 through 2: 0.8543 -1.2116



(4)
Entry from the Open Molecules 2025 dataset: a molecular structure, C22H47NO4Si2Sm (ωB97M-V with the def2-TZVPD basis set).

Calculated values
- largest force on an atom (eV/Å) = 2.72
- E (eV) = -66909.43966
- gap between HOMO and LUMO (spin up / spin down) (eV) = 7.35 / 7.23
- ΔE to the lowest compared entry with this formula, charge and spin (kcal per mole) = 1.0
- LUMO level (spin up / spin down) (eV) = -2.401 / -2.390

```
! wB97M-V def2-TZVPD RIJCOSX def2/J DEFGRID3
* xyz 1 6
O 3.222 0.615 0.718
O 4.650 -1.424 -1.610
C 3.900 1.833 0.168
C 3.820 2.982 1.141
H 3.410 2.035 -0.803
H 4.928 1.504 -0.033
H 2.797 3.232 1.434
H 4.246 3.846 0.628
H 4.431 2.769 2.026
C 4.015 -0.234 1.603
C 5.519 -0.164 1.421
H 3.659 -1.264 1.444
H 3.736 0.067 2.612
H 5.821 -0.606 0.462
H 5.980 -0.772 2.215
H 5.883 0.868 1.500
C 4.259 -2.927 -1.305
C 5.372 -1.120 -2.955
C 5.354 -3.515 -0.482
H 4.082 -3.376 -2.284
H 3.332 -2.836 -0.741
H 6.318 -3.531 -1.004
H 5.082 -4.545 -0.228
H 5.455 -2.969 0.467
C 6.759 -1.673 -2.874
H 5.355 -0.031 -3.005
H 4.759 -1.558 -3.749
H 7.316 -1.305 -2.000
H 7.334 -1.342 -3.745
H 6.749 -2.769 -2.865
H 3.754 -0.985 -1.701
Sm 0.991 0.385 0.273
C 1.988 -0.310 -2.059
Si 0.988 -0.088 -3.607
H 2.893 0.316 -2.163
H 2.112 -1.397 -1.947
C 1.903 1.120 -4.737
C -0.646 0.655 -3.098
C 0.890 -1.785 -4.408
C 0.857 1.102 2.465
Si 0.709 -0.556 3.296
H -0.064 1.708 2.592
H 1.706 1.734 2.755
C 2.024 -0.736 4.611
C 0.911 -2.041 2.127
C -0.982 -0.657 4.076
H 1.673 -2.442 -4.002
H 1.044 -1.702 -5.490
H -0.073 -2.278 -4.221
H 1.906 2.137 -4.327
H 1.447 1.158 -5.735
H 2.947 0.809 -4.853
H -0.553 1.436 -2.315
H -1.340 -0.106 -2.712
H -1.073 1.135 -3.993
H 1.793 -2.600 2.471
H 1.033 -1.894 1.033
H 0.044 -2.705 2.254
H -1.000 -1.489 4.785
H -1.772 -0.794 3.333
H -1.148 0.281 4.612
H 1.720 -1.497 5.340
H 2.115 0.229 5.119
H 2.998 -1.017 4.200
O -2.066 3.418 -0.499
C -1.488 2.404 -0.144
O -0.191 2.181 -0.233
C -2.323 1.248 0.373
C -3.692 1.439 0.591
C -4.463 0.369 1.050
C -3.838 -0.879 1.209
C -2.482 -1.001 0.895
N -1.713 0.045 0.515
H -4.092 2.423 0.353
H -5.525 0.511 1.271
H -4.396 -1.748 1.567
H -1.992 -1.975 0.952
*
```

Results of the Mulliken charge analysis, in e, for atoms 1 through 2: 1.0508 0.5147



(5)
Entry from the Open Molecules 2025 dataset: a molecular structure, C22H48AlBrO6PS (ωB97M-V with the def2-TZVPD basis set).

Calculated values
- largest force on an atom (eV/Å) = 1.21
- E (eV) = -132641.99842
- gap between HOMO and LUMO (eV) = 6.33
- LUMO level (eV) = 1.712

```
! wB97M-V def2-TZVPD RIJCOSX def2/J DEFGRID3
* xyz -1 1
C 0.864 1.551 5.681
C 1.491 1.264 4.316
C 2.637 0.241 4.407
C 2.180 -1.202 4.159
Al 1.691 -1.633 2.238
C 2.851 -0.499 1.026
C 3.276 -1.129 -0.320
C 4.302 -0.285 -1.108
C 3.801 0.530 -2.307
C 2.861 -0.180 -3.304
C 1.615 0.655 -3.603
C 0.686 0.899 -2.398
C 0.502 2.383 -2.002
C -0.948 2.899 -2.122
C -1.503 3.492 -0.829
C -1.965 2.381 0.138
C -3.451 2.111 0.049
O -4.158 3.210 0.603
C -5.469 2.886 1.004
P -0.646 -1.115 2.093
O -1.443 -1.612 3.282
C 1.874 -3.652 1.963
Br 3.497 -4.380 2.829
C 1.839 -4.227 0.543
C 0.717 -3.654 -0.330
H 0.867 0.664 6.313
H 1.443 2.319 6.198
H -0.158 1.920 5.596
H 0.733 0.860 3.646
H 1.869 2.197 3.895
H 3.066 0.313 5.418
H 3.450 0.515 3.732
H 1.360 -1.463 4.836
H 3.013 -1.868 4.408
H 3.763 -0.208 1.556
H 2.316 0.438 0.806
H 2.377 -1.318 -0.905
H 3.758 -2.081 -0.090
H 4.718 0.431 -0.394
H 5.144 -0.911 -1.414
H 4.691 0.827 -2.870
H 3.343 1.465 -1.979
H 3.386 -0.297 -4.257
H 2.603 -1.185 -2.973
H 1.982 1.628 -3.944
H 1.051 0.227 -4.432
H 1.034 0.353 -1.521
H -0.292 0.497 -2.654
H 0.801 2.492 -0.956
H 1.176 3.019 -2.574
H -1.599 2.071 -2.416
H -1.016 3.629 -2.932
H -0.753 4.102 -0.324
H -2.339 4.155 -1.061
H -1.423 1.463 -0.093
H -1.735 2.671 1.163
H -3.744 1.971 -1.000
H -3.696 1.191 0.589
H -5.879 2.075 0.397
H -5.487 2.564 2.049
H -6.087 3.775 0.892
H -0.771 0.299 1.953
H -1.244 -1.572 0.896
H 1.052 -4.115 2.515
H 1.680 -5.311 0.609
H 2.803 -4.114 0.051
H 0.506 -2.606 -0.127
H 1.008 -3.718 -1.381
H -0.203 -4.229 -0.227
C -5.017 -0.930 -3.527
C -4.882 -2.326 -2.951
O -3.468 -2.540 -2.897
S -2.719 -1.161 -2.574
O -2.460 -1.076 -1.186
O -1.707 -0.981 -3.546
O -3.956 -0.194 -2.911
H -4.869 -0.924 -4.609
H -5.966 -0.461 -3.281
H -5.334 -3.088 -3.579
H -5.289 -2.387 -1.940
*
```

Results of the Mulliken charge analysis, in e, for atoms 1 through 2: -1.4320 0.5086



What did the first record say?
Entry from the Open Molecules 2025 dataset: 2 unconnected molecules or ions with the total composition C22H47BBrN5O6P2S (ωB97M-V with the def2-TZVPD basis set).

Calculated values
- largest force on an atom (eV/Å) = 9.20
- E (eV) = -143426.75101
- gap between HOMO and LUMO (spin up / spin down) (eV) = 5.40 / 6.02
- LUMO level (spin up / spin down) (eV) = -5.195 / -5.195

```
! wB97M-V def2-TZVPD RIJCOSX def2/J DEFGRID3
* xyz 1 2
C -4.410 1.502 -1.642
C -5.002 0.230 -2.499
C -4.092 -0.194 -3.804
C -3.404 -1.680 -3.705
C -4.482 -2.884 -3.304
C -3.844 -4.405 -3.583
C -2.892 -4.749 -2.294
C -2.777 -6.346 -1.923
C -1.596 -6.657 -0.781
N -2.138 -6.340 0.632
C -1.923 -5.062 1.042
N -1.268 -3.856 0.377
C -1.286 -2.610 1.235
B -0.704 -1.123 0.844
O -1.180 0.134 1.521
O 0.307 -0.891 -0.248
C 1.673 -0.887 0.299
C 2.014 0.444 1.234
N -1.958 -3.157 2.476
P -2.274 -2.108 3.926
S -4.201 -1.633 3.895
N -2.325 -4.518 2.371
Br -3.125 -5.151 3.910
P -2.950 -7.680 1.443
O -3.033 -9.016 0.543
O -4.647 -7.281 1.788
O -2.087 -8.195 2.908
H -3.248 1.490 -1.504
H -4.728 2.532 -2.147
H -4.910 1.519 -0.559
H -5.160 -0.650 -1.728
H -6.083 0.523 -2.890
H -3.294 0.657 -3.966
H -4.832 -0.161 -4.740
H -2.874 -1.874 -4.749
H -2.531 -1.593 -2.905
H -4.812 -2.802 -2.162
H -5.433 -2.710 -3.974
H -4.697 -5.179 -3.792
H -3.171 -4.287 -4.557
H -3.290 -4.171 -1.350
H -1.773 -4.374 -2.480
H -2.489 -6.898 -2.942
H -3.824 -6.827 -1.612
H -0.641 -5.992 -1.043
H -1.236 -7.773 -0.885
H -2.171 0.154 1.371
H 2.406 -0.811 -0.635
H 1.975 -1.909 0.834
H 1.787 0.103 2.353
H 3.122 0.822 1.118
H 1.248 1.306 0.979
H -1.466 -0.886 3.906
H -1.970 -2.762 5.175
H -4.990 -6.632 1.092
H -1.146 -8.404 2.622
C 4.723 6.471 2.859
C 5.076 5.209 2.023
C 6.362 5.423 1.169
C 6.154 6.220 -0.109
C 5.012 5.633 -0.928
C 3.699 5.527 -0.110
N 3.884 4.810 1.204
O 4.009 3.439 0.918
C 3.150 6.965 0.105
C 2.603 4.859 -1.000
C 5.472 4.166 3.132
H 3.967 7.114 2.416
H 4.305 6.200 3.838
H 5.607 7.095 3.041
H 6.775 4.447 0.883
H 7.141 5.910 1.771
H 5.975 7.275 0.129
H 7.077 6.197 -0.704
H 4.858 6.256 -1.814
H 5.310 4.643 -1.298
H 2.272 6.955 0.764
H 2.831 7.412 -0.846
H 3.885 7.660 0.509
H 2.890 3.866 -1.360
H 2.401 5.461 -1.897
H 1.656 4.767 -0.453
H 4.610 3.898 3.754
H 6.239 4.585 3.797
H 5.892 3.243 2.716
*
```

Results of the Mulliken charge analysis, in e, for atoms 1 through 2: -0.9515 -0.1696